Density functional theory data (wB97M-V/def2-TZVPD) for C3H9N3S as an isolated structure at a distorted geometry.

Geometry (Å):
C (-3.2116, -0.3809, 0.0062)
C (0.8273, -0.2866, -0.0632)
C (2.1354, -1.3790, -0.0703)
H (-3.8349, -0.7613, -0.9541)
H (-2.7905, -1.3537, 0.6538)
H (-4.1544, 0.3667, 0.5825)
H (1.7497, -2.5121, -0.2997)
H (2.5356, -1.4414, 1.0274)
H (2.8552, -0.9798, -0.8176)
H (2.5839, 0.9927, 0.1316)
H (-0.1011, 1.8939, -0.6893)
H (1.0700, 2.6059, 1.1619)
N (-0.4075, -0.5392, -0.2025)
N (1.5368, 0.9542, -0.1795)
N (0.9522, 2.1904, -0.1372)
S (-1.7461, 0.6303, -0.1499)

Forces on the atoms, in the same order (eV/Å):
C -2.78 -1.66 1.06
C 3.73 0.24 -0.74
C -3.06 -1.61 1.30
H 2.06 0.84 1.91
H -1.76 2.59 -1.50
H 3.32 -2.42 -1.29
H 0.99 3.02 0.25
H -0.51 0.39 -2.15
H -0.46 -0.61 0.69
H -2.89 -0.50 -0.89
H 3.33 2.04 2.89
H -1.73 -1.40 -4.47
N -0.90 -0.15 0.63
N 2.06 -1.67 0.95
N -2.52 0.87 1.55
S 1.12 0.03 -0.20

ΔE to the lowest compared entry with this formula, charge and spin	152.9	kcal/mol
LUMO level	0.022	Eh
molar mass	119.2	g mol⁻¹
Kohn-Sham gap	8.37	eV
maximum force	4.99	eV Å⁻¹

Density functional theory data (wB97M-V/def2-TZVPD) for one molecule with the formula C3H9N3S at a distorted geometry.

Geometry (Å):
C (-1.3270, 1.4925, 0.7213)
C (-1.0965, 0.2500, 1.6182)
S (-1.7737, 0.0916, 3.0753)
N (-0.1235, -0.5538, 1.0263)
N (0.2254, -0.3874, -0.3748)
C (1.6160, 0.1051, -0.4589)
N (-0.0063, -1.4208, -1.2512)
H (-1.3981, 1.2522, -0.2655)
H (-0.3484, 2.1248, 0.8734)
H (-2.2786, 1.9980, 0.9580)
H (0.1941, -1.4649, 1.3971)
H (2.4694, -0.7193, -0.4784)
H (1.7862, 0.6374, -1.3249)
H (1.9130, 0.7792, 0.3156)
H (0.4876, -2.2509, -0.9202)
H (-0.9989, -1.6002, -0.9768)

Forces on the atoms, in the same order (eV/Å):
C 1.05 1.03 3.29
C 1.09 0.65 -2.38
S 0.01 -0.55 0.46
N -0.38 -1.15 -0.70
N 2.21 3.14 1.96
C 1.22 -2.74 0.80
N -2.13 -1.08 1.22
H 0.17 -0.81 -2.73
H -2.14 -0.75 -0.32
H 0.83 0.04 0.54
H -0.57 0.83 0.35
H -1.82 0.99 0.23
H -0.09 0.98 -2.26
H -0.45 0.22 0.88
H 0.30 -0.38 -0.11
H 0.69 -0.41 -1.26

ΔE to the lowest compared entry with this formula, charge and spin	68.0	kcal/mol
LUMO level	0.025	Eh
structure (SMILES)	CC(=S)NN(C)N
molar mass	119.2	g mol⁻¹
Kohn-Sham gap	9.11	eV
maximum force	4.31	eV Å⁻¹

Density functional theory data (wB97M-V/def2-TZVPD) for an isolated ion of composition C3H9N4 and charge +1 at a distorted geometry.

Geometry (Å):
C (-1.9864, 0.6210, -1.0310)
N (-0.6979, 0.4238, -0.2944)
N (0.3586, -0.1938, -0.9527)
C (1.3431, -0.9201, -0.2184)
C (1.4894, -0.2719, 1.2535)
N (0.2518, 0.1334, 1.8241)
N (-0.7207, 0.5280, 1.0605)
H (-2.8643, -0.0353, -0.8076)
H (-2.3047, 1.6135, -0.9277)
H (-1.5331, 0.5156, -2.0457)
H (0.8504, 0.1847, -1.8574)
H (2.3161, -0.9125, -0.6896)
H (1.0461, -2.0096, -0.0733)
H (1.8840, -0.9723, 2.0441)
H (2.1532, 0.6191, 1.2148)
H (-1.5855, 0.6765, 1.5007)

Forces on the atoms, in the same order (eV/Å):
C 1.55 -1.28 -1.16
N -1.20 0.68 0.77
N 1.49 0.11 -1.99
C -0.66 -1.36 3.08
C 0.51 -0.74 -0.46
N -2.81 1.38 -0.45
N 5.61 -2.66 -1.69
H 1.25 -0.08 -0.11
H -0.28 1.56 0.27
H -1.45 -0.10 0.40
H -2.33 0.36 2.45
H -0.03 0.20 -0.34
H 0.29 1.32 -0.13
H -0.02 0.63 -1.12
H -0.30 -0.49 -0.09
H -1.62 0.48 0.57

ΔE to the lowest compared entry with this formula, charge and spin	124.9	kcal/mol
net charge	+1
LUMO level (spin up / spin down)	-0.180 / -0.180	Eh
structure (SMILES)	CN1NCCN=[NH+]1
molar mass	101.1	g mol⁻¹
Kohn-Sham gap (spin up / spin down)	8.45 / 8.46	eV
maximum force	6.43	eV Å⁻¹

Density functional theory data (wB97M-V/def2-TZVPD) for an isolated ion of composition C3H9N4 and charge +1 at a distorted geometry.

Geometry (Å):
C (0.4449, -1.9959, -0.4519)
C (0.2833, -0.7284, 0.3606)
N (1.5188, -0.0384, 0.6890)
N (1.6692, 1.0445, 0.1317)
C (0.6173, 1.2838, -0.7603)
N (-0.4925, 0.3107, -0.3645)
N (-1.4943, 0.9878, 0.6114)
H (0.8425, -1.6619, -1.3689)
H (-0.4333, -2.5564, -0.4902)
H (0.9670, -2.6021, 0.2573)
H (-0.2346, -0.8882, 1.2361)
H (0.3706, 2.2948, -0.7575)
H (0.9512, 1.0520, -1.7674)
H (-1.9436, 1.9119, 0.3660)
H (-0.8581, 1.3272, 1.4338)
H (-2.2085, 0.2586, 0.8749)

Forces on the atoms, in the same order (eV/Å):
C 0.36 1.44 2.13
C -0.87 1.59 -1.70
N 1.56 -0.52 1.21
N 1.18 -0.95 0.86
C -1.92 -1.43 -0.64
N -1.06 1.65 -1.40
N 2.55 0.72 1.65
H 0.88 -0.76 -1.20
H -1.91 -0.30 -0.75
H 1.66 -0.61 -0.41
H -0.87 -0.82 2.31
H -0.96 1.77 0.05
H -0.07 -0.22 -0.22
H 0.34 -1.46 -0.83
H -1.75 -1.18 -0.92
H 0.88 1.08 -0.14

ΔE to the lowest compared entry with this formula, charge and spin	110.2	kcal/mol
net charge	+1
LUMO level	-0.152	Eh
structure (SMILES)	C[C@H]1N=NCN1[NH3+]
molar mass	101.1	g mol⁻¹
Kohn-Sham gap	9.97	eV
maximum force	3.12	eV Å⁻¹

Density functional theory data (wB97M-V/def2-TZVPD) for an isolated ion of composition C3H9N4 and charge +1 at a distorted geometry.

Geometry (Å):
C (1.7893, -0.1432, 0.3242)
C (0.5523, 0.3596, -0.4151)
N (0.0592, 1.6248, -0.0527)
N (-1.4752, 1.3590, -0.0321)
N (-1.7284, -0.0032, 0.3589)
C (-0.7645, -0.7667, 0.0267)
N (-0.7205, -2.0321, -0.1482)
H (1.9169, -1.2944, 0.1756)
H (1.7809, 0.1071, 1.4125)
H (2.6661, 0.1518, -0.2539)
H (0.7252, 0.3105, -1.4859)
H (0.1592, 2.0340, 0.8577)
H (-1.7068, 1.4185, -1.0516)
H (-2.0638, 1.9535, 0.6157)
H (0.2198, -2.3661, -0.5527)
H (-1.4098, -2.7133, 0.2208)

Forces on the atoms, in the same order (eV/Å):
C 0.44 -1.71 -0.56
C -0.23 -3.49 1.26
N -3.15 0.84 -0.28
N 1.05 -0.95 -0.41
N -1.73 0.03 0.60
C 1.71 5.68 -1.48
N 2.36 -3.32 -0.58
H -0.66 1.82 0.59
H 0.28 -0.19 -0.99
H 0.21 0.70 0.72
H -0.30 -0.08 -0.20
H 1.06 -0.51 0.70
H -0.47 0.52 1.17
H 1.02 -0.28 -1.18
H -2.29 0.16 1.21
H 0.69 0.81 -0.57

ΔE to the lowest compared entry with this formula, charge and spin	87.6	kcal/mol
net charge	+1
LUMO level	-0.116	Eh
structure (SMILES)	C[C@@H]1N[NH2+]N=C1N
molar mass	101.1	g mol⁻¹
Kohn-Sham gap	11.20	eV
maximum force	6.11	eV Å⁻¹

Density functional theory data (wB97M-V/def2-TZVPD) for an isolated ion of composition C3H9N4 and charge +1 at a distorted geometry.

Geometry (Å):
N (-2.5397, -0.2252, 0.1914)
C (-1.2632, -0.1867, 0.1775)
N (-0.4766, 0.6465, -1.1154)
N (0.8942, 0.3456, -0.8841)
N (1.6514, 1.4476, -0.5501)
C (1.0788, -0.6862, 0.2157)
C (-0.1876, -0.7861, 0.9965)
H (-3.2052, -0.7442, 0.8024)
H (-3.0803, 0.2081, -0.5291)
H (1.3034, -0.1210, -1.6697)
H (1.4053, 1.9700, 0.3676)
H (1.7568, 2.1664, -1.2785)
H (2.0622, -0.4798, 0.5908)
H (1.1864, -1.6817, -0.4260)
H (-0.2480, -0.0318, 1.9117)
H (-0.3380, -1.8416, 1.1992)

Forces on the atoms, in the same order (eV/Å):
N -2.03 -0.79 0.98
C 4.50 2.53 -5.99
N -3.87 -3.11 4.03
N -1.57 0.12 2.06
N 2.15 3.20 1.59
C 0.34 -2.56 -3.26
C -0.88 2.00 2.21
H 1.51 0.30 -0.07
H 0.23 0.68 -0.75
H 0.30 0.33 -1.11
H -0.10 -1.75 -2.12
H -0.56 -0.83 0.13
H 0.04 0.00 1.03
H -0.22 1.81 1.58
H 0.51 -2.05 -1.13
H -0.36 0.13 0.81

ΔE to the lowest compared entry with this formula, charge and spin	120.4	kcal/mol
net charge	+1
LUMO level	-0.127	Eh
structure (SMILES)	NC1=N[N@@H+](N)CC1
molar mass	101.1	g mol⁻¹
Kohn-Sham gap	9.42	eV
maximum force	7.91	eV Å⁻¹

Density functional theory data (wB97M-V/def2-TZVPD) for a 2-piece molecular cluster, C3H9N4O2 overall at a distorted geometry.

Geometry (Å):
C (2.4101, 1.8015, 0.0686)
C (-0.2374, 0.2558, 0.7272)
C (-1.7934, 0.3111, -1.0356)
N (1.5095, 1.2255, -0.5396)
N (0.5357, -0.4115, 1.5315)
N (-0.8791, -0.3424, -0.2336)
N (-0.9418, -1.7446, -0.2729)
O (3.2104, 2.1938, 0.8200)
O (1.2013, -1.4875, 0.9915)
H (-0.5564, 1.2461, 1.1231)
H (-1.4462, 0.6873, -2.0576)
H (-2.8083, -0.2004, -1.2395)
H (-1.9864, 1.2512, -0.5617)
H (1.3571, 1.3511, -1.5292)
H (1.0559, 0.1694, 2.1321)
H (-0.0072, -2.1447, -0.2789)
H (-1.5190, -1.8951, -1.1043)
H (0.8951, -2.2665, 1.4587)

Forces on the atoms, in the same order (eV/Å):
C 0.65 -0.27 0.60
C -2.39 0.63 -0.05
C -2.68 2.29 -3.15
N 0.81 0.86 -0.12
N 0.03 -0.97 0.37
N 0.98 -0.81 1.32
N -0.73 -0.26 -0.73
O -0.99 -0.23 -0.94
O 1.23 0.36 0.16
H 0.43 -0.67 -0.93
H 0.15 -1.14 1.08
H 1.76 0.41 0.81
H -0.64 0.59 0.37
H 0.16 0.10 -0.05
H 1.15 0.19 1.12
H -0.50 0.06 -0.81
H 0.67 -0.82 0.34
H -0.09 -0.32 0.62

ΔE to the lowest compared entry with this formula, charge and spin	50.8	kcal/mol
net charge	+1
LUMO level	-0.129	Eh
molar mass	133.1	g mol⁻¹
Kohn-Sham gap	10.08	eV
maximum force	4.73	eV Å⁻¹

Density functional theory data (wB97M-V/def2-TZVPD) for C3H9N5 as an isolated structure at a distorted geometry.

Geometry (Å):
C (0.2899, 0.0741, -0.1632)
C (-1.9913, -0.8059, 0.0259)
C (-2.8772, 0.2188, 0.1495)
H (2.2811, -2.1730, -0.6264)
H (1.0166, -2.3735, 0.7337)
H (2.1816, 0.4094, 0.5444)
H (-0.4058, -1.8774, -0.3611)
H (-2.4347, -1.7221, 0.0881)
H (-3.9705, -0.0334, 0.8154)
H (-2.4714, 1.2200, -0.0561)
H (0.6642, 3.0830, 0.4745)
H (1.6928, 2.3377, -0.6112)
N (2.0261, -1.6724, 0.3124)
N (1.7101, -0.3570, -0.1236)
N (-0.7052, -0.8235, -0.3283)
N (-0.0299, 1.3519, -0.2581)
N (1.1301, 2.1020, 0.2441)

Forces on the atoms, in the same order (eV/Å):
C 1.16 2.23 -1.22
C -3.63 3.49 0.38
C -1.02 -0.81 2.11
H -0.74 0.79 2.38
H 3.79 2.99 -1.52
H -1.40 -2.12 -1.66
H -0.17 3.06 -0.23
H -0.63 -2.71 0.52
H 3.51 0.98 -2.65
H -0.83 -0.24 0.46
H 1.43 -2.62 -0.46
H -0.46 -0.22 0.91
N -2.59 -3.67 -1.09
N -1.73 2.24 2.36
N 3.14 -4.90 -0.71
N 1.54 -1.93 1.50
N -1.38 3.43 -1.09

ΔE to the lowest compared entry with this formula, charge and spin	139.5	kcal/mol
LUMO level	0.013	Eh
molar mass	115.1	g mol⁻¹
Kohn-Sham gap	8.55	eV
maximum force	5.86	eV Å⁻¹

Density functional theory data (wB97M-V/def2-TZVPD) for a 2-piece molecular cluster, C3H9N5 overall at a distorted geometry.

Geometry (Å):
C (-2.0379, -0.2510, 0.1223)
C (0.6793, 0.7868, -1.0324)
C (0.8991, -1.0678, 0.5620)
N (-1.5570, 0.8892, -0.3278)
N (-1.4212, -0.7950, 1.1583)
N (0.8140, -0.5640, -0.7706)
N (-0.5794, 1.4526, -0.6879)
N (-0.1014, -0.6135, 1.5055)
H (-2.9170, -0.5521, -0.3999)
H (1.5494, 1.3848, -0.7645)
H (0.7527, 0.8800, -2.1485)
H (0.8140, -2.1818, 0.4009)
H (1.8215, -0.9279, 1.0801)
H (-1.9815, -1.3277, 1.7766)
H (1.1729, -1.1508, -1.5759)
H (-0.3673, 3.9673, 0.1367)
H (0.1531, -0.9781, 2.4653)

Forces on the atoms, in the same order (eV/Å):
C 1.38 0.30 0.24
C 2.32 -0.66 -3.03
C 0.17 -2.70 -1.01
N 1.95 1.46 -1.37
N 0.50 -0.17 0.00
N -0.41 -0.19 -0.79
N -1.64 0.13 1.40
N -0.91 -0.01 0.43
H -0.96 -0.77 0.52
H -0.46 0.80 0.97
H -0.38 0.29 0.60
H -0.02 0.80 0.58
H 0.99 0.52 0.19
H -0.71 -1.06 0.91
H -0.91 0.70 1.62
H 0.00 -0.17 -0.12
H -0.93 0.73 -1.15

ΔE to the lowest compared entry with this formula, charge and spin	213.6	kcal/mol
net charge	+2
LUMO level (spin up / spin down)	-0.390 / -0.482	Eh
molar mass	115.1	g mol⁻¹
Kohn-Sham gap (spin up / spin down)	8.57 / 4.65	eV
maximum force	3.88	eV Å⁻¹

Density functional theory data (wB97M-V/def2-TZVPD) for an isolated ion of composition C3H9N5S and charge +2 at a distorted geometry.

Geometry (Å):
C (-0.8658, 1.4043, -0.0098)
C (-1.1936, -0.9572, 0.0482)
C (3.2289, -0.2705, -0.0658)
N (1.0570, 1.1437, -0.5763)
N (-1.5622, 0.3598, 0.0987)
N (0.0816, -1.3633, 0.0675)
N (-1.1518, 2.6233, 0.0382)
N (-2.0959, -1.9361, 0.1322)
S (1.4636, 0.0738, 0.4659)
H (3.7125, 0.2526, 0.7518)
H (3.3786, 0.3746, -1.0060)
H (3.6563, -1.3113, -0.2046)
H (-2.5117, 0.3851, 0.3833)
H (0.3837, -2.3420, 0.0468)
H (-0.5480, 3.3778, -0.3263)
H (-2.1152, 2.9569, 0.1545)
H (-3.1726, -1.8517, 0.1508)
H (-1.7455, -2.9198, -0.1490)

Forces on the atoms, in the same order (eV/Å):
C 7.75 1.30 -2.03
C 3.08 -4.19 0.53
C -0.03 0.85 -1.83
N -3.77 0.71 0.54
N -2.37 -2.94 0.80
N 0.37 1.79 -0.47
N -1.45 2.58 -0.37
N -2.11 -1.32 -1.05
S 0.10 -1.04 0.49
H 0.29 -0.11 0.33
H -0.31 -1.15 1.18
H -1.19 1.02 0.35
H -1.47 0.80 0.16
H -0.73 0.35 0.03
H 0.22 -0.81 0.47
H 0.12 -0.20 0.17
H 2.45 0.11 -0.19
H -0.96 2.22 0.90

ΔE to the lowest compared entry with this formula, charge and spin	101.1	kcal/mol
net charge	+2
LUMO level (spin up / spin down)	-0.325 / -0.325	Eh
molar mass	147.2	g mol⁻¹
Kohn-Sham gap (spin up / spin down)	8.84 / 8.84	eV
maximum force	8.12	eV Å⁻¹

Density functional theory data (wB97M-V/def2-TZVPD) for a 2-piece molecular cluster, C3H9NO overall at a distorted geometry.

Geometry (Å):
C (-1.0362, 1.9015, -0.1448)
C (-0.6639, 0.6806, -0.7003)
C (0.6579, 0.3320, -1.2271)
N (0.9585, -1.1807, -0.7513)
H (-1.9552, 1.8853, 0.5558)
H (-0.5683, 2.6767, -0.1047)
H (-1.1864, -0.2003, -0.6808)
H (0.6920, 0.2180, -2.2709)
H (1.4678, 0.9541, -0.6793)
H (1.9439, -1.3778, -0.8694)
H (0.8764, -1.1232, 0.2116)
O (-0.3330, -1.2677, 2.0753)
H (0.2853, -1.9681, 1.9278)
H (-1.1387, -1.5303, 2.6581)

Forces on the atoms, in the same order (eV/Å):
C -6.63 -12.32 0.27
C 0.49 4.65 1.46
C 2.86 -1.60 2.91
N -0.47 1.92 -2.38
H 1.18 0.09 -1.69
H 5.94 8.69 0.09
H -2.25 -1.63 0.52
H 0.41 0.55 -1.44
H -1.15 -0.52 -1.75
H 0.20 0.18 -0.52
H -0.54 0.08 2.34
O -2.62 0.85 1.45
H -0.04 -1.12 0.40
H 2.61 0.16 -1.66

ΔE to the lowest compared entry with this formula, charge and spin	81.1	kcal/mol
LUMO level	0.029	Eh
structure (SMILES)	C=CCN.O
molar mass	75.1	g mol⁻¹
Kohn-Sham gap	10.02	eV
maximum force	13.99	eV Å⁻¹

Density functional theory data (wB97M-V/def2-TZVPD) for a 2-piece molecular cluster, C3H9NO overall at a distorted geometry.

Geometry (Å):
C (-0.5104, -2.7788, -0.6542)
C (0.1849, -1.6519, -0.5629)
C (0.4685, -0.8084, -1.7895)
N (0.5992, -1.1162, 0.6732)
H (-0.7203, -3.4008, 0.2146)
H (-0.9383, -3.2123, -1.5601)
H (1.4163, -1.0659, -2.2464)
H (0.4935, 0.2430, -1.5390)
H (-0.3318, -0.9941, -2.5114)
H (1.6114, -1.0350, 0.7611)
H (0.2061, -1.5779, 1.4766)
O (-1.0177, 6.0676, 2.4102)
H (-1.3169, 5.5700, 3.1753)
H (-0.1444, 5.7606, 2.1524)

Forces on the atoms, in the same order (eV/Å):
C -0.55 -0.95 0.21
C -0.20 0.07 -0.36
C -0.30 -0.41 0.27
N 0.45 0.30 -0.14
H 0.20 0.24 0.09
H 0.26 0.63 0.01
H 0.26 -0.09 -0.11
H -0.07 0.25 0.08
H 0.26 0.12 -0.02
H -0.37 0.12 -0.03
H 0.07 -0.27 0.01
O -0.22 0.34 -0.21
H 0.29 -0.14 -0.05
H -0.08 -0.20 0.26

ΔE to the lowest compared entry with this formula, charge and spin	27.2	kcal/mol
LUMO level	0.037	Eh
structure (SMILES)	C=C(C)N.O
molar mass	75.1	g mol⁻¹
Kohn-Sham gap	9.54	eV
maximum force	1.12	eV Å⁻¹